Model one:
This record from OMol25 describes a cluster of 6 separate species, H11O5S in total. The level of theory is the ωB97M-V functional and the def2-TZVPD basis.

Element x y z (Å)
H -0.9970 -1.4874 0.3086
O 1.6278 -3.2232 -1.8487
H 0.4235 0.2175 -2.3601
O 2.0120 2.1007 5.8067
H 0.7903 1.1158 0.4500
H 1.2353 -2.3941 -1.4992
O 0.1312 1.4834 1.0361
H -2.0950 1.2143 -3.8844
O -2.7430 1.9368 -3.8025
H 2.0542 2.6129 4.9987
H 0.4301 -1.7535 0.7103
H -3.4646 1.3045 -3.6849
O -0.4644 -1.7918 1.0607
H 1.2361 1.5464 5.7270
H 1.0069 -3.7850 -1.3645
H -0.6130 1.5769 0.4247
S -0.5701 -0.6743 -2.0786

Output
Spin multiplicity: 1
HOMO-LUMO gap, Eh: 0.2594
Lowest unoccupied orbital energy, hartree: 0.1149
M, g/mol: 123.150
HOMO level, eV: -3.9
Total charge: -1

natural (NBO) population analysis, charges in e, atoms 1 to 2: 0.497 -0.962

***

Model two:
This record from OMol25 describes a cluster of 6 separate species, H11O5S in total. The level of theory is the ωB97M-V functional and the def2-TZVPD basis.

Element x y z (Å)
H 1.7103 -1.5351 1.2038
H 0.6093 1.8079 1.8849
H 1.4936 0.8122 2.5648
H -1.4530 0.5709 -0.8223
H -1.0528 0.0538 2.3019
O 0.5171 0.8791 2.4001
O 2.0734 -2.3876 0.8603
H -0.4874 -1.3513 -1.6233
H -2.0912 0.2913 1.1656
O -1.7717 -0.5388 1.6668
S 0.7539 1.3444 -0.7565
O 0.0096 -1.2027 -2.5066
O -2.4053 0.4954 -1.0580
H 2.0104 1.7969 -1.1194
H 0.3183 -0.2552 -2.2607
H -2.3960 0.6515 -2.0104
H 1.8905 -2.3166 -0.0819

Output
Spin multiplicity: 1
HOMO-LUMO gap, Eh: 0.2730
Lowest unoccupied orbital energy, hartree: 0.1231
M, g/mol: 123.150
HOMO level, eV: -4.1
Total charge: -1

natural (NBO) population analysis, charges in e, atoms 1 to 2: 0.485 0.511

***

Which structure wins on stability? model one wins.

***

Model one:
This record from OMol25 describes a cluster of 2 separate species, C5H8Br2O2 in total. The level of theory is the ωB97M-V functional and the def2-TZVPD basis.

Element x y z (Å)
C -1.7261 -0.7784 -1.2721
C -1.0087 -0.5431 1.1314
C 0.8453 1.6886 0.3020
O -2.0563 -1.3609 1.3044
H -2.0975 -1.6441 2.2316
H 4.9960 -2.1328 -0.0171
H -1.4847 -1.8399 -1.2922
O -0.2785 -0.2600 2.0530
H 1.8996 1.4676 0.1177
C -0.8700 -0.0747 -0.2658
H -2.7711 -0.6880 -0.9865
H 0.6124 1.5361 1.3551
H 0.0166 1.2079 -1.6473
H -1.5819 -0.3624 -2.2647
Br 4.8899 -0.7333 -0.0800
C -0.0297 0.9101 -0.6057
Br 0.6448 3.6074 -0.0638

Output
Spin multiplicity: 1
HOMO-LUMO gap, Eh: 0.3735
Lowest unoccupied orbital energy, hartree: 0.0120
M, g/mol: 259.925
HOMO level, eV: -9.8
Total charge: 0

natural (NBO) population analysis, charges in e, atoms 1 to 2: -0.623 0.760

***

Model two:
This record from OMol25 describes a cluster of 3 separate species, C5H8Br2O2 in total. The level of theory is the ωB97M-V functional and the def2-TZVPD basis.

Element x y z (Å)
Br 3.7062 0.9857 0.6374
C 0.3189 -0.7026 -0.1083
C 0.2114 1.9054 1.2991
H 1.2275 3.3913 2.1134
O 0.3469 1.1524 2.3360
H -0.4978 -0.0876 0.3427
C 3.3113 1.2658 -1.1438
H 0.9834 1.6498 3.0688
O 0.8666 3.0167 1.2692
H 2.9145 2.3730 -1.2776
H 1.9861 0.3161 -2.6972
H 4.2749 1.0267 -1.6706
C 2.1248 0.3945 -1.6342
H 0.3684 -1.7017 0.3929
C 1.1827 -0.1739 -0.9117
H -3.7245 2.2789 -0.1399
Br -3.4751 1.7266 -1.2589

Output
Spin multiplicity: 1
HOMO-LUMO gap, Eh: 0.3426
Lowest unoccupied orbital energy, hartree: 0.0087
M, g/mol: 259.925
HOMO level, eV: -9.1
Total charge: 0

natural (NBO) population analysis, charges in e, atoms 1 to 2: 0.033 -0.478

***

Which structure wins on stability? model one wins.

***

Model one:
This record from OMol25 describes a cluster of 2 separate species, C3HNO3S in total. The level of theory is the ωB97M-V functional and the def2-TZVPD basis.

Element x y z (Å)
O 1.4768 -1.6845 -0.1198
H 1.5348 0.5239 -0.7116
S -1.8069 1.2587 -0.7626
O 0.3981 2.5417 -0.9105
O -1.1420 -1.4086 2.4436
C 0.4371 -1.0437 -0.0581
C -1.4093 -1.9232 1.4238
C -0.1108 1.4213 -0.7118
N 0.6222 0.3144 -0.5931

Output
Spin multiplicity: 1
HOMO-LUMO gap, Eh: 0.1884
Lowest unoccupied orbital energy, hartree: 0.2335
M, g/mol: 131.112
HOMO level, eV: 1.2
Total charge: -2

natural (NBO) population analysis, charges in e, atoms 1 to 2: -0.791 0.341

***

Model two:
This record from OMol25 describes a cluster of 2 separate species, C3HNO3S in total. The level of theory is the ωB97M-V functional and the def2-TZVPD basis.

Element x y z (Å)
C 0.6004 1.6471 -0.0122
C -1.3022 0.0077 0.4094
O -1.4137 -1.2275 0.6018
C -4.3006 0.4637 -0.8124
O -4.9740 0.3530 0.1452
N 0.0125 0.3999 0.0817
H 0.7187 -0.3526 -0.0090
S -0.3771 3.0126 0.2304
O 1.8171 1.6899 -0.2587

Output
Spin multiplicity: 1
HOMO-LUMO gap, Eh: 0.1600
Lowest unoccupied orbital energy, hartree: 0.2241
M, g/mol: 131.112
HOMO level, eV: 1.7
Total charge: -2

natural (NBO) population analysis, charges in e, atoms 1 to 2: 0.477 0.221

***

Which structure wins on stability? model two wins.

***

Model one:
This record from OMol25 describes a cluster of 12 separate species, H23O12 in total. The level of theory is the ωB97M-V functional and the def2-TZVPD basis.

Element x y z (Å)
O -0.8841 0.5479 0.8941
H 1.3860 -1.0965 0.7412
O 1.5109 0.4735 -4.2974
O -0.8629 -0.5889 3.0938
O -2.7708 -2.9268 2.0217
H 0.1252 4.4355 -0.6261
O -1.0010 2.8521 -2.1485
H -0.2438 2.5325 -2.5787
H -1.0986 1.3392 1.2159
O 0.3910 4.2493 0.2753
O 0.8295 -2.4631 2.1957
H 2.0422 1.8306 0.8175
H -2.4477 -0.1544 -1.4321
O -1.6712 0.2116 -1.4913
H 0.4677 0.0608 0.3794
H -1.4037 0.4332 -0.5046
H 3.4839 2.1846 0.7401
O 2.6267 2.5788 0.8598
H -1.6338 -0.3173 3.5129
H -0.6353 -0.0377 2.3149
H 1.1913 3.6814 0.1739
H -3.4197 -2.2868 1.8284
H -1.9558 -2.5144 1.8880
H -1.4129 2.1595 -1.6414
H 0.3858 -3.0877 -1.0403
O 0.3443 -1.5146 -1.9792
H 1.5942 -2.2055 2.7606
O 1.3376 -0.2625 0.1542
O 0.1029 -3.8639 -0.4910
H 0.5221 -1.0836 -1.0267
H 0.0211 -3.4042 0.3890
H -0.4561 -1.0023 -2.0989
H 0.1957 -1.8241 2.6820
H 2.3136 1.0719 -3.9065
H 1.0256 -0.0079 -3.6755

Output
Spin multiplicity: 1
HOMO-LUMO gap, Eh: 0.3634
Lowest unoccupied orbital energy, hartree: 0.1043
M, g/mol: 215.172
HOMO level, eV: -7.1
Total charge: -1

natural (NBO) population analysis, charges in e, atoms 1 to 2: -1.190 0.491

***

Model two:
This record from OMol25 describes a cluster of 12 separate species, H23O12 in total. The level of theory is the ωB97M-V functional and the def2-TZVPD basis.

Element x y z (Å)
H -0.9451 4.9035 0.3984
H 2.3651 3.0592 1.0144
H -0.6765 -0.4540 -2.8993
H -2.5827 -0.3385 1.2311
H 0.3299 1.5303 -0.4785
O 0.0516 2.1003 2.8040
O -2.0441 -0.3097 2.0324
H -0.5674 -2.7359 -1.0211
H 0.1369 -3.3312 -2.1914
O -1.0920 4.6314 -0.5229
O -0.0092 -4.5538 1.9420
H -1.6090 1.7711 -1.5481
O 0.9488 -1.4269 1.9400
O -0.7410 -3.2973 -1.7805
H 0.6746 -3.9870 1.5873
O -0.8610 2.0246 -1.0048
H 1.1924 3.0080 0.1664
H 0.4825 -0.8023 1.3686
H 0.8931 1.7824 2.4831
H -0.7136 1.0172 -2.4993
O 1.1706 0.9394 -0.1275
H 2.5171 -3.5226 -2.8161
H 1.7187 1.1249 -0.8988
H 2.6546 -3.1882 -1.2642
H -1.6223 0.5504 1.8824
H 1.7954 -0.9694 2.0109
H -0.5261 -4.1944 2.6599
O 1.7654 3.6750 0.5801
H -0.1717 3.0168 2.6572
O -0.2955 0.3960 -3.1501
O 2.0785 -3.4956 -1.9654
H -0.6448 -0.8802 -0.0986
O -1.3278 -0.7518 -0.7845
H -1.1780 3.6698 -0.2717
H -1.0499 0.2026 -0.5436

Output
Spin multiplicity: 1
HOMO-LUMO gap, Eh: 0.3258
Lowest unoccupied orbital energy, hartree: 0.0898
M, g/mol: 215.172
HOMO level, eV: -6.4
Total charge: -1

natural (NBO) population analysis, charges in e, atoms 1 to 2: 0.437 0.451

***

Which structure wins on stability? model one wins.

***

Model one:
This record from OMol25 describes a structure of composition H22NeO11. The level of theory is the ωB97M-V functional and the def2-TZVPD basis.

Element x y z (Å)
O -2.6333 1.3546 0.4912
O 2.4482 2.1385 -0.5122
H 2.1867 1.9258 0.3836
H -0.1367 3.5486 -1.0515
H 0.7099 2.5498 -3.3023
H 0.2332 -3.4579 -0.4757
O 0.8318 -0.7646 3.2329
H 0.6495 2.3672 2.2399
H 2.8838 -0.0556 -2.6768
Ne 0.0830 -0.2035 0.1014
O 3.1478 -0.1500 -3.5921
O 1.3031 1.7180 1.9800
O -2.7417 -2.1494 -2.0982
H 1.2333 -3.6765 2.9029
H -0.9006 -4.4610 -0.4730
H -3.9558 -1.7231 0.6058
H 1.5294 2.6625 -2.0344
H 0.9999 0.9006 2.3752
H -1.9615 2.0158 0.3243
H -3.2817 -1.6612 -1.4766
H 2.9050 -1.0473 -3.8206
O 1.8668 -3.0735 2.5139
O 0.9426 3.1608 -2.6032
H 1.2352 -1.5519 2.8675
H -0.0411 -1.0468 3.5059
H 3.3208 1.7560 -0.6046
O -0.7052 -3.5401 -0.6459
H -2.1587 -2.6739 -1.5493
H -0.1564 4.1153 0.3521
H 1.8412 -3.2698 1.5774
O -4.2874 -0.9186 0.2069
H -3.5837 -0.2816 0.3307
O -0.7323 3.8365 -0.3598
H -3.0752 1.6566 1.2848

Output
Spin multiplicity: 1
HOMO-LUMO gap, Eh: 0.3577
Lowest unoccupied orbital energy, hartree: -0.0270
M, g/mol: 218.345
HOMO level, eV: -10.5
Total charge: 0

natural (NBO) population analysis, charges in e, atoms 1 to 2: -0.972 -0.986

***

Model two:
This record from OMol25 describes a structure of composition H22NeO11. The level of theory is the ωB97M-V functional and the def2-TZVPD basis.

Element x y z (Å)
H -4.0062 1.2918 0.3470
H 3.7849 -2.2263 -0.8535
O 1.0400 -0.0892 3.0567
H 1.9751 1.2727 -3.7962
H -1.6843 2.7020 -2.1887
H -3.4212 0.6413 1.5826
H 1.0307 -1.2425 -3.1162
O -1.8086 -2.4503 -2.1108
O -0.6745 -2.6427 3.3591
O -1.9817 0.6563 2.7012
O -4.2095 0.6636 1.0401
H -2.7354 -2.4398 -1.8714
H 1.2471 1.7351 -2.5519
H 1.9905 0.3806 1.4395
H 1.8690 2.0563 -0.0856
Ne -0.0135 -0.4664 0.0005
O -1.2214 2.8813 -1.3703
H -0.7660 -3.4340 2.8282
H 0.9354 0.3730 3.8883
H -1.2491 1.2724 2.7031
H 0.3339 -1.9956 -2.0030
H -2.5266 0.9292 3.4392
O 3.3330 -1.4083 -1.0606
O 2.6163 0.6786 0.7794
H 0.4324 -0.8266 3.1138
H -1.8082 -2.4785 -3.0676
O 1.4042 0.9617 -3.0936
O 1.0036 -2.0940 -2.6798
O 1.4858 2.7828 -0.5772
H 3.1010 -0.1098 0.5350
H -1.3751 -2.0664 3.0536
H -1.1575 3.8357 -1.3350
H 2.4896 -1.6842 -1.4194
H 0.5664 2.5401 -0.6866

Output
Spin multiplicity: 1
HOMO-LUMO gap, Eh: 0.3835
Lowest unoccupied orbital energy, hartree: 0.0022
M, g/mol: 218.345
HOMO level, eV: -10.4
Total charge: 0

natural (NBO) population analysis, charges in e, atoms 1 to 2: 0.464 0.464

***

Which structure wins on stability? model two wins.

***

Model one:
This record from OMol25 describes a cluster of 2 separate species, CH4BClS in total. The level of theory is the ωB97M-V functional and the def2-TZVPD basis.

Element x y z (Å)
C 0.1129 0.0287 -1.4177
H 0.1254 -0.8672 -2.0446
S -0.4517 -1.3069 2.5680
H -0.7111 0.6890 -1.4004
Cl -1.0009 0.4567 3.1819
H 0.8910 0.6986 -1.8846
B 0.2493 -0.1924 0.1738
H 0.7850 0.4934 0.8236

Output
Spin multiplicity: 1
HOMO-LUMO gap, Eh: 0.2747
Lowest unoccupied orbital energy, hartree: -0.0297
M, g/mol: 94.375
HOMO level, eV: -8.3
Total charge: 0

natural (NBO) population analysis, charges in e, atoms 1 to 2: -1.090 0.260

***

Model two:
This record from OMol25 describes a structure of composition CH4BClS. The level of theory is the ωB97M-V functional and the def2-TZVPD basis.

Element x y z (Å)
H -0.6317 1.8982 0.1744
C -0.0292 -0.3241 0.9886
S 1.2133 0.3623 -0.9032
B -0.7142 0.7043 -0.0440
H -1.5451 0.1638 -0.7469
H 0.6823 -0.1215 1.7240
H -0.1454 -1.4431 0.8333
Cl 1.1700 -1.2399 -2.0262

Output
Spin multiplicity: 1
HOMO-LUMO gap, Eh: 0.3239
Lowest unoccupied orbital energy, hartree: -0.0288
M, g/mol: 94.375
HOMO level, eV: -9.6
Total charge: 0

natural (NBO) population analysis, charges in e, atoms 1 to 2: -0.006 -0.343

***

Which structure wins on stability? model two wins.